(1)
An isolated molecule of BrH2PS, computed with the ωB97M-V functional and the def2-TZVPD basis.

Summary:
Net charge: 0
SMILES: S=[PH2]Br
Energy relative to the best compared isomer or geometry (same formula, charge and spin): 0.975 eV
E_LUMO: -0.5 eV

```
5
Properties=species:S:1:pos:R:3:forces:R:3
S 1.55036 0.92876 0.43061 3.93 3.60 2.58
P 0.00421 0.06605 0.06522 -1.64 -2.49 -1.57
Br -2.11302 0.08588 0.71816 0.43 0.20 0.02
H 0.44011 -1.22486 0.05942 -0.97 -1.52 0.72
H 0.11834 0.14417 -1.27340 -1.74 0.22 -1.74
```
Positions in Å, forces in eV/Å.

---

(2)
An isolated molecule of BrH2PS, computed with the ωB97M-V functional and the def2-TZVPD basis.

Summary:
Spin multiplicity: 3
Net charge: 0
Energy relative to the best compared isomer or geometry (same formula, charge and spin): 0.341 eV
E_LUMO (alpha / beta): 0.7 / -3.1 eV
Expectation value of S²: 2.008

```
5
Properties=species:S:1:pos:R:3:forces:R:3
P -1.07893 0.52494 0.00002 -0.99 0.85 0.00
S 0.94006 1.09081 -0.00002 -1.89 3.24 0.00
Br 2.14115 -0.74848 0.00000 2.43 -3.44 0.00
H -1.00117 -0.43361 -1.01130 0.22 -0.32 -0.35
H -1.00111 -0.43366 1.01129 0.22 -0.32 0.35
```
Positions in Å, forces in eV/Å.

---

(3)
A cluster of 2 separate species, BrH3O in total, computed with the ωB97M-V functional and the def2-TZVPD basis.

Summary:
Spin multiplicity: 2
Net charge: +1
E_LUMO (alpha / beta): -4.9 / -8.6 eV
Expectation value of S²: 0.752

```
5
Properties=species:S:1:pos:R:3:forces:R:3
O -0.18985 0.67716 -0.20060 -0.60 1.41 -0.36
H -0.45873 0.59707 -1.11869 -0.32 0.03 -0.89
H -0.20690 -0.17840 0.23454 0.17 -1.95 1.11
H 0.65849 1.11996 -0.12410 0.80 0.40 0.17
Br 0.19700 -2.21578 1.20885 -0.06 0.11 -0.03
```
Positions in Å, forces in eV/Å.

---

(4)
A cluster of 2 separate species, BrH3O3Si in total, computed with the ωB97M-V functional and the def2-TZVPD basis.

Summary:
Net charge: 0
SMILES: O=[Si](O)Br.O
Energy relative to the best compared isomer or geometry (same formula, charge and spin): 2.835 eV
E_LUMO: -0.1 eV

```
8
Properties=species:S:1:pos:R:3:forces:R:3
O -2.06014 1.52524 0.11356 0.47 0.03 0.02
Si -2.86857 0.25875 0.05412 0.26 -1.28 0.21
O -2.62263 -1.33505 0.21427 -0.95 1.30 -0.07
Br -4.99447 0.30662 -0.18740 -0.75 0.15 -0.12
H -1.99392 -2.03496 0.20037 1.01 -0.12 -0.02
O 1.37838 0.11335 -0.00998 -2.37 3.64 -0.24
H 1.62019 0.98193 0.41098 -0.58 -1.27 -0.71
H 2.05383 -0.43686 0.22244 2.90 -2.44 0.94
```
Positions in Å, forces in eV/Å.

---

(5)
An isolated molecule of BrH3OSi, computed with the ωB97M-V functional and the def2-TZVPD basis.

Summary:
Net charge: 0
SMILES: O[SiH2]Br
Energy relative to the best compared isomer or geometry (same formula, charge and spin): 0.147 eV
E_LUMO: 0.5 eV

```
6
Properties=species:S:1:pos:R:3:forces:R:3
O 0.99285 -0.92440 0.00881 -1.68 1.08 -0.09
Si -0.26156 0.22959 0.01121 0.22 -1.77 0.34
Br -2.17057 -0.99161 -0.12042 0.81 0.64 0.01
H 1.79564 -0.42114 -0.08231 0.93 -0.01 -0.07
H -0.12860 1.16058 -1.11098 -0.10 0.01 -0.17
H -0.22776 0.94698 1.29369 -0.18 0.06 -0.01
```
Positions in Å, forces in eV/Å.

---

(6)
A cluster of 2 separate species, BrH3P2 in total, computed with the ωB97M-V functional and the def2-TZVPD basis.

Summary:
Spin multiplicity: 3
Net charge: 0
Energy relative to the best compared isomer or geometry (same formula, charge and spin): 0.743 eV
E_LUMO (alpha / beta): 0.9 / -3.0 eV
Expectation value of S²: 2.012

```
6
Properties=species:S:1:pos:R:3:forces:R:3
P -0.55586 -0.04272 0.06816 1.92 -1.07 -0.69
P -2.24416 -0.12139 -0.99948 -0.65 -1.38 -2.48
Br 2.55391 0.84262 1.08274 -1.14 3.33 0.50
H 2.99349 -0.38408 0.90637 1.18 -3.33 -0.47
H -1.08030 0.54357 1.11773 -0.45 1.53 2.40
H -1.66709 -0.83800 -2.17552 -0.86 0.91 0.74
```
Positions in Å, forces in eV/Å.

---

(7)
A structure of composition BrH4O2Zn2, computed with the ωB97M-V functional and the def2-TZVPD basis.

Summary:
Net charge: +3
Energy relative to the best compared isomer or geometry (same formula, charge and spin): 4.895 eV
E_LUMO: -17.0 eV

```
9
Properties=species:S:1:pos:R:3:forces:R:3
Zn -1.12576 -3.50478 -1.68371 0.36 0.05 0.03
Zn -5.15712 0.02913 4.94753 0.20 0.02 -0.27
Br -2.49470 -0.26923 1.32488 -0.28 -0.11 0.33
O 0.49048 3.97571 -1.15366 0.48 -0.18 0.11
H -0.11120 3.58203 -0.52183 -0.25 -0.07 0.47
H -0.05430 4.16635 -1.91726 -0.21 0.33 -0.62
O 2.50309 -2.84916 -0.46543 -0.98 -0.26 0.05
H 3.42341 -3.08075 -0.59036 0.57 -0.22 -0.32
H 2.52607 -2.04930 0.05987 0.12 0.45 0.22
```
Positions in Å, forces in eV/Å.

---

(8)
A cluster of 2 separate species, BrHIP in total, computed with the ωB97M-V functional and the def2-TZVPD basis.

Summary:
Net charge: 0
Energy relative to the best compared isomer or geometry (same formula, charge and spin): 2.545 eV
E_LUMO (alpha / beta): -1.0 / -1.5 eV

```
4
Properties=species:S:1:pos:R:3:forces:R:3
P 0.10068 0.14494 0.89135 -1.71 -0.81 -1.10
Br 0.31340 1.91051 -0.39385 0.07 0.24 -0.02
I 1.47002 -1.46607 -0.28780 0.07 -0.02 0.10
H -1.88410 -0.58938 -0.20969 1.58 0.59 1.02
```
Positions in Å, forces in eV/Å.

---

Looking at max |F| for the records above, in order, we have 5.9 4.2 2.2 4.4 2.0 3.6 1.0 2.2 eV/A.
Looking at calculated total energy for the records above, in order, we have -3314.71835 -3314.64169 -2650.68886 -3091.11227 -2940.61446 -3258.36111 -6283.98893 -3213.58443 a.u..